Density functional theory data (the ωB97M-V functional and the def2-TZVPD basis) for a 8-piece molecular cluster, C52H120N8O8 overall in a non-equilibrium geometry.

Atoms and positions in Å:
C: 3.60929 -6.66286 2.30403
C: 2.43676 -5.89595 2.87635
C: 2.64478 -4.40354 2.75560
O: 1.56596 -3.74906 3.36555
C: 1.84427 -2.43947 3.81198
N: 1.21876 -6.22631 2.05029
H: 3.84808 -6.34368 1.28847
H: 3.45674 -7.73850 2.39894
H: 4.55592 -6.51600 2.84217
H: 2.27230 -6.24156 3.90101
H: 2.71841 -4.16844 1.68431
H: 3.64693 -4.15259 3.13365
H: 1.89690 -1.72188 2.98763
H: 2.78693 -2.40319 4.36938
H: 1.04464 -2.18973 4.50797
H: 0.86184 -7.10122 2.43973
H: 0.53463 -5.59094 2.47551
C: 0.45547 0.80591 -0.68547
C: -0.40426 0.86452 0.55538
C: 0.25942 1.02237 1.91763
O: -0.68041 1.02433 2.97943
C: -1.14564 -0.27767 3.22406
N: -1.30720 2.05593 0.35231
H: 1.28016 1.52464 -0.71497
H: -0.19112 1.06715 -1.52762
H: 0.84736 -0.17565 -0.95362
H: -1.09492 0.01738 0.48453
H: 0.67054 2.03441 1.92055
H: 1.01406 0.24571 2.08639
H: -1.89438 -0.69457 2.53836
H: -1.50241 -0.29274 4.25312
H: -0.37542 -1.06372 3.15539
H: -1.83085 2.20052 1.21460
H: -0.63871 2.82706 0.34421
C: 4.79705 -2.55089 0.08469
C: 3.79405 -2.81679 -1.01896
C: 3.65158 -4.30009 -1.24248
O: 2.75636 -4.47167 -2.33497
C: 2.37117 -5.77204 -2.64144
N: 2.50864 -2.15505 -0.69929
H: 4.81461 -1.54009 0.49862
H: 5.81934 -2.67908 -0.28354
H: 4.66493 -3.20369 0.95106
H: 4.07998 -2.32634 -1.95387
H: 3.13449 -4.81862 -0.41695
H: 4.59356 -4.84787 -1.38337
H: 1.56621 -5.71510 -3.37411
H: 2.04574 -6.38887 -1.79347
H: 3.17055 -6.35062 -3.13269
H: 2.27422 -2.37027 0.26391
H: 1.82987 -2.54718 -1.34486
C: -5.37555 1.28212 -1.26450
C: -5.64690 1.59834 0.20441
C: -6.67658 0.71685 0.86929
O: -7.10146 1.27694 2.07689
C: -7.57765 0.30537 3.02534
N: -4.39940 1.84127 0.96908
H: -5.51631 0.19735 -1.38250
H: -4.32368 1.39413 -1.52935
H: -5.99996 1.84436 -1.94988
H: -6.10992 2.59781 0.23819
H: -6.25146 -0.30209 0.91161
H: -7.53085 0.61942 0.18000
H: -7.59416 0.92777 3.91846
H: -6.86736 -0.50357 3.19928
H: -8.56442 -0.02612 2.70741
H: -4.26049 1.25575 1.78702
H: -3.62784 1.61799 0.34876
C: 6.94727 -0.81152 -3.36681
C: 5.73041 -0.07883 -3.89945
C: 4.80396 0.34111 -2.76452
C: 3.83015 1.42766 -3.18078
C: 4.70613 2.63806 -3.38731
C: 5.65271 2.50023 -4.58652
N: 6.22709 1.14899 -4.54993
O: 7.14795 0.89901 -5.58012
C: 4.90584 2.70696 -5.89033
C: 6.75095 3.53872 -4.36897
C: 4.92958 -0.95596 -4.87424
H: 7.43593 -0.24151 -2.57584
H: 7.69801 -0.98077 -4.14009
H: 6.73078 -1.82282 -3.00337
H: 4.32794 -0.55000 -2.34320
H: 5.41298 0.70140 -1.92809
H: 3.03720 1.50641 -2.43508
H: 3.30604 1.15562 -4.10145
H: 5.29469 2.89152 -2.50519
H: 4.07343 3.52055 -3.55753
H: 5.51965 2.62312 -6.79179
H: 4.06408 2.03330 -6.04773
H: 4.56805 3.74818 -5.86417
H: 7.36700 3.34330 -3.49710
H: 7.41022 3.56551 -5.24152
H: 6.26999 4.51968 -4.31646
H: 4.06463 -0.43259 -5.28361
H: 4.54141 -1.85507 -4.38728
H: 5.59334 -1.29454 -5.67440
H: 6.63082 0.89577 -6.39911
C: -4.49658 7.74266 1.02714
C: -3.88087 7.12750 2.29151
C: -3.11720 5.86777 1.85799
C: -2.03388 5.45293 2.83439
C: -1.13182 6.58824 3.22700
C: -1.91907 7.76686 3.80024
N: -2.99795 8.11797 2.87945
O: -3.63232 9.33740 3.15159
C: -2.42128 7.49443 5.22147
C: -0.95805 8.94992 3.85492
C: -5.04622 6.76179 3.21612
H: -5.19154 8.53519 1.29396
H: -3.68373 8.24630 0.48938
H: -4.86409 6.99426 0.32799
H: -3.83170 5.05320 1.74817
H: -2.62695 6.06387 0.89803
H: -2.49363 4.91517 3.67438
H: -1.43339 4.62489 2.43224
H: -0.56852 6.95452 2.36291
H: -0.38931 6.32887 3.98580
H: -2.86996 6.50136 5.35174
H: -3.25660 8.12933 5.52408
H: -1.61390 7.55075 5.95459
H: -1.23719 9.85819 4.39225
H: -0.68518 9.22087 2.82586
H: 0.03248 8.73916 4.27987
H: -5.65376 7.66157 3.37302
H: -5.74988 6.04552 2.78380
H: -4.81520 6.42017 4.22658
H: -3.09864 9.98954 2.68714
C: -3.31931 -4.75480 7.24516
C: -2.32050 -3.93733 6.42865
C: -1.06797 -4.78944 6.26170
C: -1.19605 -5.89813 5.24774
C: -1.59104 -5.34247 3.89120
C: -2.83027 -4.40819 3.99145
N: -2.71344 -3.45923 5.09897
O: -3.96864 -2.79758 5.19076
C: -2.83144 -3.63609 2.67580
C: -4.10413 -5.28268 4.01616
C: -1.91294 -2.70985 7.25103
H: -3.45253 -5.72121 6.74396
H: -4.37023 -4.45453 7.31027
H: -2.99648 -4.92634 8.27030
H: -0.20926 -4.16331 5.98339
H: -0.70368 -5.18263 7.21662
H: -1.75425 -6.79527 5.53070
H: -0.20357 -6.36002 5.11791
H: -1.82855 -6.15912 3.21142
H: -0.78888 -4.73950 3.45473
H: -1.98614 -2.96224 2.53710
H: -2.76673 -4.37274 1.86855
H: -3.76601 -3.09372 2.52215
H: -4.90959 -4.68782 3.57027
H: -4.04275 -6.26356 3.55772
H: -4.52873 -5.36563 5.01898
H: -2.77896 -2.06685 7.40948
H: -1.06901 -2.18735 6.79781
H: -1.54987 -3.01531 8.23589
H: -3.74031 -1.86521 5.24563
C: 0.81482 2.36406 -5.93967
C: 0.24552 1.07877 -6.50291
C: 1.24305 0.57288 -7.55065
C: 1.26938 -0.89965 -7.92765
C: 1.17584 -1.78775 -6.65582
C: 0.19513 -1.30305 -5.61616
N: 0.26290 0.12043 -5.38981
O: -0.58092 0.53773 -4.32561
C: -1.20990 -1.69298 -6.15300
C: 0.41844 -2.09854 -4.34119
C: -1.12417 1.37064 -7.12152
H: 0.12899 2.67500 -5.13998
H: 0.72765 3.23014 -6.60165
H: 1.78410 2.33928 -5.44654
H: 1.16567 1.14558 -8.48244
H: 2.24240 0.90196 -7.23918
H: 2.22571 -1.16041 -8.38352
H: 0.50927 -1.16014 -8.67099
H: 2.19958 -1.57568 -6.30113
H: 1.15196 -2.84074 -6.91897
H: -2.05180 -1.15464 -5.70719
H: -1.32136 -1.61532 -7.23471
H: -1.48844 -2.72297 -5.88990
H: -0.41815 -2.04043 -3.65154
H: 0.67654 -3.12982 -4.59321
H: 1.37704 -1.80006 -3.89249
H: -1.68874 2.12062 -6.56161
H: -1.85109 0.55802 -7.11092
H: -1.01969 1.60186 -8.18167
H: 0.07603 0.61161 -3.62616

Values from the calculation:
**Gap between HOMO and LUMO**: 8.26 eV
**Net charge**: 0
**E_LUMO**: 0.46 eV
**Structure (SMILES)**: CC1(C)CCCC(C)(C)N1O.CC1(C)CCCC(C)(C)N1O.CC1(C)CCCC(C)(C)N1O.CC1(C)CCCC(C)(C)N1O.COC[C@H](C)N.COC[C@H](C)N.COC[C@H](C)N.COC[C@H](C)N
**Energy**: -84162.6027 eV
**Largest force on an atom**: 0.06118 hartree/bohr
**HOMO energy**: -7.80 eV
**Relative energy (zero: lowest compared OMol25 entry of this formula, charge and spin)**: 26.13 kcal per mole

---

Density functional theory data (the ωB97M-V functional and the def2-TZVPD basis) for C14H14IrNO5 as an isolated structure in a non-equilibrium geometry.

Atoms and positions in Å:
O: -0.03934 1.97858 -4.36590
C: 0.02619 1.45534 -3.35271
Ir: -0.12094 -0.44301 0.53980
C: -0.06048 1.04315 1.92449
O: 0.03229 2.03190 2.50452
C: 0.16200 -2.25699 -0.13820
O: 0.36696 -3.36479 -0.41041
C: 1.70732 0.14167 0.07914
O: 2.78808 0.45611 -0.17266
C: -1.75935 0.25283 -0.21775
O: -2.75425 0.71955 -0.58894
H: 0.05634 -0.52969 -1.17228
C: 1.45887 -2.22719 3.28740
N: 0.43695 -2.20512 4.36456
C: 1.07985 -1.94999 5.68146
C: -0.70657 -1.23485 4.08932
C: -1.69149 -1.83158 3.12520
C: -2.70908 -2.59901 3.71922
C: -3.68004 -3.24728 2.95322
C: -3.60685 -3.13933 1.56276
C: -2.56761 -2.38724 0.97409
C: -1.62666 -1.72553 1.74276
H: 1.93435 -1.24183 3.20884
H: 0.99482 -2.51660 2.34286
H: 2.20807 -2.97336 3.56743
H: 0.01316 -3.14990 4.39483
H: 1.48336 -0.93460 5.68516
H: 0.32569 -2.04648 6.46551
H: 1.88231 -2.67679 5.83744
H: -1.19960 -1.03749 5.04577
H: -0.25534 -0.30111 3.75833
H: -2.74105 -2.66490 4.81233
H: -4.48812 -3.84066 3.40392
H: -4.34482 -3.64381 0.92707
H: -2.53680 -2.30971 -0.12020

Values from the calculation:
**Gap between HOMO and LUMO (spin up / spin down)**: 5.36 / 6.00 eV
**Net charge**: +2
**E_LUMO (spin up / spin down)**: -6.86 / -11.25 eV
**2S+1**: 5
**<S²>**: 6.0346
**Energy**: -29286.5185 eV
**Largest force on an atom**: 0.11618 hartree/bohr
**HOMO energy (spin up / spin down)**: -12.21 / -17.24 eV
**Relative energy (zero: lowest compared OMol25 entry of this formula, charge and spin)**: 0.00 kcal per mole

---

Density functional theory data (the ωB97M-V functional and the def2-TZVPD basis) for C12H8N2O4PrSe as an isolated structure in a non-equilibrium geometry.

Atoms and positions in Å:
O: 0.22247 2.92601 -1.87298
C: 0.28011 1.88004 -1.35941
Pr: -0.61475 0.37212 0.58228
O: 2.97599 0.20803 0.48548
C: 1.85379 0.09398 0.25500
C: -0.42437 -1.02527 -1.69531
O: -0.83985 -1.53959 -2.63117
C: 0.17017 -2.06282 0.95271
O: 0.06101 -2.98177 1.62777
C: -2.92241 0.28463 1.87913
N: -2.47412 1.41282 2.72260
C: -1.20524 1.74425 3.16441
Se: 0.45420 0.93984 3.08010
N: -1.33914 2.88424 3.89471
C: -2.69076 3.21441 4.02309
C: -3.29704 4.20342 4.77143
C: -4.69166 4.29158 4.74550
C: -5.43854 3.37881 3.98305
C: -4.80710 2.36493 3.24104
C: -3.41325 2.30942 3.28307
H: -2.82629 0.47923 0.76739
H: -4.01807 0.26682 1.89742
H: -2.49672 -0.67491 2.24647
H: -0.55808 3.34479 4.35314
H: -2.66156 4.86927 5.34208
H: -5.21654 5.06466 5.30860
H: -6.52377 3.48654 3.98686
H: -5.36292 1.64012 2.64285

Values from the calculation:
**Gap between HOMO and LUMO (spin up / spin down)**: 5.62 / 5.69 eV
**Net charge**: +3
**E_LUMO (spin up / spin down)**: -12.71 / -12.64 eV
**2S+1**: 3
**<S²>**: 2.0056
**Energy**: -103127.7015 eV
**Largest force on an atom**: 0.14014 hartree/bohr
**HOMO energy (spin up / spin down)**: -18.33 / -18.33 eV

---

Density functional theory data (the ωB97M-V functional and the def2-TZVPD basis) for a 2-piece molecular cluster, C2H6N2O3 overall in a non-equilibrium geometry.

Atoms and positions in Å:
O: -0.48325 0.56364 -1.39018
C: -0.64258 1.19153 -0.35658
N: -0.85282 0.65759 0.86221
C: -0.95401 -0.75511 1.16030
N: -0.26432 -1.53525 0.31263
O: -1.60218 -1.03433 2.13626
H: -0.52903 2.28197 -0.36423
H: -1.23010 1.21891 1.59748
H: -0.44578 -2.50448 0.48940
H: -0.28563 -1.28590 -0.65500
H: 2.90262 0.45745 -0.65409
H: 1.72551 0.48878 -1.58604
O: 2.66157 0.25520 -1.55217

Values from the calculation:
**Gap between HOMO and LUMO**: 11.31 eV
**Net charge**: 0
**E_LUMO**: 0.53 eV
**Structure (SMILES)**: NC(=O)NC=O.O
**Energy**: -11294.9601 eV
**Largest force on an atom**: 0.03912 hartree/bohr
**HOMO energy**: -10.78 eV
**Relative energy (zero: lowest compared OMol25 entry of this formula, charge and spin)**: 8.46 kcal per mole